Record 1
Below is a 6-piece molecular cluster, C31H70Cl4 overall at a distorted geometry, with properties calculated with ωB97M-V with the def2-TZVPD basis set.

Computed properties:
Total charge = 0
Multiplicity = 1
HOMO-LUMO gap = 10.8 eV
Energy above the lowest of the compared OMol25 structures with the same formula, charge and spin = 18.6 kcal/mol
HOMO = -0.389 Eh

Last column: Mulliken charge in e.
Atoms and positions in Å:
C  1.4896  0.8220  -3.9191  0.301
Cl  1.2680  2.5480  -4.0428  -0.084
Cl  0.1075  0.0201  -4.6608  -0.112
Cl  2.9651  0.2230  -4.7114  -0.103
Cl  1.4717  0.3614  -2.2010  -0.045
C  -1.0031  -2.3245  2.1108  -1.187
C  -0.1716  -3.1253  3.0878  -0.357
C  1.3390  -2.8133  2.9415  0.079
C  2.2650  -4.0057  3.4123  -1.043
C  3.7265  -3.7136  3.0087  0.060
C  4.6516  -4.5614  3.9006  -1.524
H  -2.0938  -2.4695  2.0882  0.371
H  -0.7324  -2.4746  1.0913  0.370
H  -0.8124  -1.3189  2.3211  0.141
H  -0.5075  -2.7914  4.0958  0.244
H  -0.3553  -4.1928  3.0053  0.384
H  1.5658  -1.9034  3.5056  -0.012
H  1.6666  -2.6784  1.8407  0.148
H  2.2594  -4.0610  4.5261  0.293
H  1.9725  -4.9724  3.0883  0.497
H  3.8302  -3.7447  1.9162  0.355
H  3.9008  -2.7001  3.2901  0.088
H  4.3294  -5.6221  3.8888  0.302
H  5.6774  -4.5738  3.5900  0.436
H  4.6729  -4.1684  4.8852  0.380
C  -7.6408  -4.0724  0.2412  -1.197
C  -7.5062  -4.3325  -1.2596  -0.443
C  -6.2834  -3.6904  -1.9339  -0.399
C  -6.2788  -3.8927  -3.4125  -0.733
C  -4.9022  -3.7233  -4.0535  -0.604
C  -3.9482  -5.0216  -3.7335  -0.989
H  -7.4469  -3.0122  0.5549  0.298
H  -7.0021  -4.6874  0.9227  0.297
H  -8.6731  -4.3576  0.5751  0.329
H  -7.4139  -5.4181  -1.4106  0.284
H  -8.3673  -4.0060  -1.8055  0.339
H  -5.3464  -4.0715  -1.5106  0.220
H  -6.2655  -2.6463  -1.7055  0.370
H  -6.7278  -4.8449  -3.6889  0.378
H  -6.9236  -3.1622  -3.8533  0.372
H  -4.9449  -3.5966  -5.1412  0.367
H  -4.5232  -2.8061  -3.6037  0.232
H  -3.5589  -4.9209  -2.6861  0.260
H  -4.5927  -5.8769  -3.7132  0.286
H  -3.1885  -5.1261  -4.5112  0.336
C  -2.6587  6.2041  -3.3536  -1.146
C  -3.9199  5.3429  -3.4488  -0.429
C  -3.9828  4.3794  -2.1820  -0.620
C  -2.7933  3.4194  -2.0599  -0.469
C  -2.8458  2.3113  -0.9978  -0.307
C  -3.8324  1.2616  -1.3762  -1.294
H  -1.8160  5.5907  -3.5045  0.308
H  -2.5733  6.8531  -2.4668  0.304
H  -2.6531  7.0544  -4.1386  0.309
H  -4.7521  6.0519  -3.4850  0.322
H  -3.8146  4.6351  -4.2716  0.270
H  -4.8555  3.8367  -2.2880  0.384
H  -3.9970  5.0514  -1.3008  0.321
H  -2.6906  2.8614  -2.9991  0.269
H  -1.8568  4.0278  -1.9215  0.231
H  -1.8750  1.8484  -0.9461  0.284
H  -3.1397  2.7283  0.0006  0.239
H  -4.8639  1.4103  -1.0730  0.348
H  -3.9194  1.0395  -2.4350  0.338
H  -3.5286  0.3610  -0.8623  0.344
C  -0.9276  4.2916  4.5622  -1.302
C  -0.2983  2.9009  4.5273  -0.235
C  1.1119  2.8016  3.8732  -0.507
C  1.4322  1.3773  3.4915  -0.319
C  2.7861  1.2176  2.8432  0.510
C  4.0112  1.6802  3.7654  -1.284
H  -0.3676  4.9660  5.3154  0.273
H  -1.9832  4.3534  4.8125  0.385
H  -0.8271  4.8133  3.5982  0.319
H  -0.3299  2.4932  5.5590  0.288
H  -0.9783  2.3241  3.9021  0.257
H  1.9089  3.2752  4.4912  0.285
H  1.0882  3.3364  2.9229  0.271
H  1.4260  0.7253  4.4022  0.321
H  0.6116  0.9899  2.8036  0.058
H  2.9752  0.2287  2.4192  -0.459
H  2.8271  1.7977  1.9255  0.223
H  4.9130  1.5422  3.1415  0.305
H  3.9332  2.7185  4.0320  0.408
H  4.0938  1.0541  4.6622  0.289
C  7.2128  3.0069  -2.9348  -1.278
C  6.0122  1.9938  -3.1434  -0.526
C  5.9020  0.8305  -2.1546  -0.032
C  5.5777  1.3660  -0.7406  -0.285
C  5.7460  0.2924  0.2526  -0.437
C  4.6472  -0.7630  0.2332  -0.698
H  7.0559  3.7688  -3.7390  0.346
H  8.1767  2.5756  -2.9677  0.328
H  7.1111  3.4781  -1.9846  0.365
H  5.0787  2.5256  -3.2344  0.296
H  6.1636  1.5922  -4.1861  0.314
H  6.8238  0.2332  -2.0266  0.279
H  5.0711  0.1251  -2.5522  -0.005
H  6.3138  2.1419  -0.4908  0.171
H  4.5721  1.8514  -0.6102  0.186
H  6.6365  -0.3170  -0.0106  0.369
H  5.8591  0.6966  1.2934  0.082
H  3.6680  -0.4156  0.6541  -0.090
H  4.5370  -1.0326  -0.7988  0.363
H  4.8484  -1.5989  0.8708  0.173

Record 2
Below is one molecule with the formula CH4N2S at a distorted geometry, with properties calculated with ωB97M-V with the def2-TZVPD basis set.

Computed properties:
Total charge = 0
Multiplicity = 1
HOMO-LUMO gap = 9.2 eV
Energy above the lowest of the compared OMol25 structures with the same formula, charge and spin = 44.8 kcal/mol
HOMO = -0.318 Eh

Last column: natural (NBO) charge in e.
Atoms and positions in Å:
C  -0.7979  -0.4996  0.6387  -0.099
H  1.0059  1.6135  -0.4091  0.366
H  1.8455  0.1299  -0.4183  0.359
H  -0.5625  -0.1615  -1.2569  0.367
H  -0.1863  -0.7495  1.4741  0.194
N  1.0350  0.6169  -0.0968  -0.668
N  0.0136  -0.2303  -0.4136  -0.448
S  -2.3533  -0.7195  0.4818  -0.070